Entry 1:
Here is 12 unconnected molecules or ions with the total composition C42H101F6N11O8P in a non-equilibrium geometry from OMol25. Energies are from wB97M-V/def2-TZVPD.

Structure (ORCA input):
```
! wB97M-V def2-TZVPD RIJCOSX def2/J DEFGRID3
* xyz -1 1
P 2.2231 2.0609 -15.6522
F 1.7533 0.6860 -16.3774
F 1.7005 2.9013 -16.9923
F 0.8007 2.2830 -14.9401
F 2.8050 3.4361 -14.9944
F 2.8035 1.2028 -14.3965
F 3.6533 1.8753 -16.3510
C 2.0588 -6.3263 -15.8490
C 2.1957 -7.3772 -14.6881
N 3.5125 -8.0311 -14.8217
C 4.6448 -7.1842 -14.3502
C 6.0054 -7.6894 -14.8818
C 3.4481 -9.3281 -14.1836
C 3.1618 -9.2271 -12.7022
H 2.8698 -5.5988 -15.8820
H 1.0864 -5.8412 -15.9332
H 2.0594 -6.8829 -16.7862
H 2.0462 -6.8672 -13.7365
H 1.3760 -8.0762 -14.8545
H 4.4939 -6.1718 -14.7250
H 4.7446 -6.9385 -13.2929
H 6.7132 -6.8737 -15.0299
H 6.4667 -8.4282 -14.2264
H 5.7810 -8.1030 -15.8650
H 4.3372 -9.9261 -14.3836
H 2.6753 -9.9044 -14.6921
H 2.2666 -8.6480 -12.4756
H 4.0145 -8.8308 -12.1511
H 2.9711 -10.2286 -12.3165
C 2.3894 9.2830 -22.1253
C 2.3476 9.2854 -23.6848
N 3.0998 10.3765 -24.2758
C 2.6638 11.7233 -23.7791
C 1.2114 12.0285 -24.0260
C 4.5950 10.2526 -24.2706
C 5.1746 10.9449 -25.4935
H 2.1203 8.2677 -21.8337
H 1.6948 9.8853 -21.5397
H 3.3836 9.4608 -21.7154
H 2.7858 8.3546 -24.0447
H 1.3053 9.1635 -23.9797
H 3.0122 11.8679 -22.7564
H 3.2261 12.4140 -24.4075
H 0.9850 11.6373 -25.0178
H 0.5010 11.5995 -23.3192
H 1.0031 13.0934 -24.1294
H 4.9394 9.2195 -24.3161
H 5.0464 10.7093 -23.3898
H 5.1115 10.2555 -26.3355
H 6.2108 11.2829 -25.4910
H 4.6959 11.8985 -25.7160
C 6.1368 -3.6768 -19.9953
C 5.9068 -2.8939 -21.2939
N 6.2951 -3.7366 -22.4671
C 5.4917 -4.9194 -22.6946
C 4.0165 -4.6706 -23.0993
C 6.4300 -2.9068 -23.6497
C 7.1173 -3.6430 -24.7642
H 5.7478 -3.0910 -19.1625
H 7.1779 -3.8998 -19.7618
H 5.6400 -4.6469 -19.9755
H 4.8563 -2.6484 -21.4495
H 6.5704 -2.0342 -21.3864
H 5.5065 -5.4636 -21.7504
H 6.0474 -5.4006 -23.4995
H 3.5162 -5.6041 -23.3568
H 3.9116 -4.0692 -24.0024
H 3.5504 -4.2086 -22.2290
H 5.4600 -2.5242 -23.9673
H 7.1098 -2.0788 -23.4493
H 8.0040 -4.1120 -24.3378
H 6.6009 -4.4556 -25.2751
H 7.4305 -2.9902 -25.5790
C -2.3101 6.1405 -11.3229
O -3.4658 5.6617 -11.3894
N -2.0412 7.3724 -11.8921
C -0.6111 7.7683 -12.1194
C -3.0402 8.2026 -12.4884
H -1.4219 5.6578 -10.8867
H -0.4469 7.5484 -13.1744
H 0.0101 7.1249 -11.4963
H -0.4522 8.8100 -11.8407
H -2.6957 9.2328 -12.3986
H -3.0902 8.1432 -13.5756
H -3.9708 8.2025 -11.9209
C -6.2627 -1.5297 -15.9874
O -6.2445 -0.4473 -15.3994
N -5.3583 -1.9327 -16.8710
C -4.2031 -1.0654 -17.1974
C -5.4929 -3.2021 -17.5662
H -7.0327 -2.3064 -15.8613
H -4.3567 -0.6520 -18.1942
H -3.2934 -1.6655 -17.2138
H -4.1554 -0.2272 -16.5022
H -5.6652 -3.0686 -18.6342
H -4.5235 -3.6976 -17.5132
H -6.3106 -3.8342 -17.2199
C 8.4531 -2.2261 -12.9809
O 8.0939 -2.8136 -11.9392
N 9.6755 -2.3401 -13.5158
C 10.1013 -1.4999 -14.5906
C 10.6867 -3.1565 -13.0115
H 7.7742 -1.6835 -13.6568
H 9.3494 -0.8423 -15.0268
H 10.4823 -1.9731 -15.4956
H 10.9140 -0.8465 -14.2734
H 11.6663 -2.6924 -12.8977
H 10.4475 -3.6022 -12.0460
H 10.8591 -4.0048 -13.6739
C 8.5422 3.6652 -23.3670
O 7.7462 4.1472 -24.1935
N 8.3541 3.7825 -22.0391
C 9.1650 2.9804 -21.1235
C 7.4228 4.6634 -21.4164
H 9.4480 3.0679 -23.5540
H 8.5205 2.7111 -20.2867
H 10.0518 3.4393 -20.6862
H 9.4588 2.0052 -21.5117
H 6.6786 5.0749 -22.0983
H 6.9335 4.2634 -20.5283
H 7.9000 5.5887 -21.0936
C 4.7987 4.0147 -8.6671
O 4.1550 4.8436 -7.9790
N 6.0538 3.6860 -8.3440
C 6.8386 2.7325 -9.0228
C 6.6613 4.0617 -7.0387
H 4.4264 3.4616 -9.5432
H 7.8814 2.9903 -8.8380
H 6.7027 2.7715 -10.1036
H 6.5424 1.7677 -8.6110
H 7.6488 4.4644 -7.2641
H 6.1295 4.8415 -6.4935
H 6.8278 3.2067 -6.3834
C -3.3285 6.1142 -20.7542
O -3.5707 6.8644 -21.6858
N -3.1869 6.5130 -19.4593
C -2.9561 5.5291 -18.3702
C -3.3672 7.9279 -19.1607
H -3.1103 5.0473 -20.9169
H -2.7458 4.5125 -18.7024
H -3.8187 5.4961 -17.7046
H -2.0888 5.9055 -17.8277
H -3.0155 8.6471 -19.9004
H -4.4249 8.1394 -19.0041
H -2.7558 8.2555 -18.3199
C -1.9619 -0.8205 -10.8572
O -3.0061 -0.2282 -10.5927
N -0.9858 -1.1340 -9.9180
C -1.0274 -0.6262 -8.5522
C 0.2614 -1.8707 -10.2512
H -1.7681 -1.2905 -11.8338
H -0.1289 -0.1304 -8.1849
H -1.1490 -1.4624 -7.8637
H -1.9007 0.0220 -8.4793
H 0.4490 -1.9897 -11.3184
H 1.0781 -1.2108 -9.9585
H 0.3363 -2.8301 -9.7394
C 4.8871 9.7004 -13.1836
O 4.3137 10.4882 -12.4863
N 4.6102 9.5524 -14.4788
C 5.3678 8.5661 -15.3083
C 3.6310 10.3237 -15.1992
H 5.6428 8.9780 -12.8384
H 4.7664 7.9664 -15.9916
H 5.9312 7.9093 -14.6456
H 6.0906 9.1128 -15.9140
H 2.9116 10.7676 -14.5112
H 4.0861 11.0844 -15.8335
H 3.0892 9.5750 -15.7773
*
```

Calculated values
E_LUMO, hartree: 0.05833
HOMO energy, eV: -6.9631
Orbital gap, eV: 8.550

***

Entry 2:
Here is a molecular structure, C42H105F2O28P7Zn in a non-equilibrium geometry from OMol25. Energies are from wB97M-V/def2-TZVPD.

Structure (ORCA input):
```
! wB97M-V def2-TZVPD RIJCOSX def2/J DEFGRID3
* xyz 0 1
Zn 16.4604 15.0877 -20.6233
F 16.9672 15.8908 -18.8341
F 16.2999 14.1809 -22.3666
C 16.2475 13.4411 -25.6313
C 14.8088 13.6396 -25.1253
O 13.9421 13.3043 -26.1159
P 13.7047 14.0672 -27.5885
O 13.7284 15.5225 -27.5296
O 14.6966 13.2516 -28.5743
C 14.3192 12.9212 -29.8359
C 14.0096 11.3879 -30.0010
O 12.2873 13.5290 -28.1721
C 11.0148 13.5219 -27.4885
C 10.9956 12.2835 -26.5650
H 16.2127 13.9902 -26.5723
H 16.9548 13.9857 -25.0059
H 16.5557 12.3958 -25.6509
H 14.6742 13.0471 -24.2203
H 14.6771 14.6921 -24.8742
H 13.6781 13.6797 -30.2852
H 15.2352 13.1058 -30.3971
H 14.1802 11.0522 -31.0238
H 14.6226 10.8076 -29.3114
H 12.9470 11.1962 -29.8517
H 10.9692 14.4480 -26.9153
H 10.1780 13.5582 -28.1859
H 10.0001 12.1669 -26.1367
H 11.3258 11.3061 -26.9169
H 11.6244 12.5309 -25.7098
C 18.6226 20.3309 -22.9618
C 18.6006 18.9282 -22.6887
O 17.3087 18.3730 -23.0552
P 16.0342 18.2607 -22.0895
O 16.0606 16.9852 -21.2731
O 16.1955 19.6627 -21.2391
C 16.9734 19.7283 -20.0990
C 16.7262 21.0883 -19.3767
O 14.7995 18.5348 -23.1900
C 13.5297 17.9471 -22.8878
C 12.4490 18.8644 -23.2493
H 18.4092 20.5345 -24.0111
H 18.0872 20.7884 -22.1299
H 19.6235 20.7488 -22.8532
H 19.2338 18.3744 -23.3819
H 18.9809 18.5100 -21.7567
H 16.7735 18.8767 -19.4486
H 18.0585 19.7121 -20.2005
H 17.1644 20.9941 -18.3831
H 17.2592 21.8931 -19.8830
H 15.6934 21.4191 -19.4854
H 13.3936 17.0064 -23.4214
H 13.6879 17.6390 -21.8543
H 11.4075 18.5775 -23.1047
H 12.5725 19.7635 -22.6456
H 12.5926 19.0169 -24.3189
C 13.8932 12.8588 -16.2144
C 13.9223 11.4514 -15.6940
O 12.9474 10.6741 -16.4409
P 12.1215 9.5674 -15.6678
O 10.9917 8.9397 -16.4746
O 11.4875 10.3458 -14.3947
C 10.3141 11.1841 -14.4844
C 9.6496 11.2821 -13.1848
O 13.3128 8.5329 -15.2115
C 13.1077 7.4414 -14.2400
C 13.8630 6.3359 -14.8984
H 12.9027 13.2811 -16.3838
H 14.4788 13.6381 -15.7268
H 14.3379 12.8009 -17.2079
H 14.8998 11.1231 -16.0474
H 13.8564 11.3803 -14.6083
H 10.6153 12.1808 -14.8067
H 9.4954 10.7809 -15.0804
H 8.6447 11.6920 -13.2859
H 9.7353 10.2559 -12.8275
H 10.2015 11.8132 -12.4092
H 13.5774 7.6896 -13.2882
H 12.0701 7.2141 -13.9951
H 14.0189 5.4707 -14.2540
H 13.2406 5.9760 -15.7176
H 14.8204 6.6521 -15.3126
C 22.5508 17.6059 -14.1037
C 21.4156 17.2382 -13.0075
O 20.1648 17.4859 -13.6236
P 19.2689 18.8819 -13.6246
O 20.0510 20.0145 -14.2760
O 19.0931 19.0387 -12.0387
C 18.1020 18.2562 -11.3728
C 16.7124 18.8117 -11.3743
O 17.8076 18.4404 -14.2607
C 17.8122 18.2556 -15.6921
C 16.4712 18.5309 -16.3604
H 22.2625 17.4421 -15.1420
H 22.7791 18.6554 -13.9178
H 23.4776 17.0350 -14.0479
H 21.4859 16.1776 -12.7657
H 21.5768 17.7702 -12.0699
H 18.0488 17.2276 -11.7294
H 18.4365 18.0418 -10.3577
H 16.1752 18.7899 -12.3225
H 16.1116 18.2646 -10.6478
H 16.6140 19.7978 -10.9203
H 18.6055 18.8026 -16.2015
H 18.2209 17.3002 -16.0212
H 16.4930 18.1165 -17.3683
H 15.7614 17.9688 -15.7535
H 16.3914 19.6114 -16.2406
C 20.5756 15.4263 -24.2722
C 19.7575 14.3229 -23.6674
O 20.4524 14.1417 -22.4839
P 19.9755 14.9985 -21.1357
O 18.5391 15.2921 -21.1315
O 20.4350 14.0686 -19.9035
C 20.1098 14.4025 -18.5201
C 20.8538 15.6301 -17.7888
O 21.0537 16.1904 -21.0348
C 22.4311 15.9604 -21.1524
C 23.1125 17.2182 -21.4707
H 21.4871 14.9700 -24.6583
H 20.0978 15.9463 -25.1025
H 20.8344 16.2487 -23.6052
H 18.6955 14.5354 -23.5447
H 19.9195 13.4427 -24.2896
H 19.0219 14.4311 -18.5818
H 20.2976 13.4362 -18.0519
H 20.0393 16.1802 -17.3177
H 21.6906 15.3631 -17.1433
H 21.2472 16.1891 -18.6378
H 22.7718 15.4468 -20.2534
H 22.7551 15.2742 -21.9348
H 23.0146 17.8139 -20.5631
H 24.1227 16.9561 -21.7854
H 22.6394 17.6760 -22.3394
C 10.9444 14.6612 -23.2599
C 12.1926 14.3423 -22.3651
O 12.0279 15.0666 -21.1650
P 12.9051 14.8775 -19.8720
O 14.3659 14.9900 -20.1413
O 12.3588 15.9288 -18.8473
C 12.3482 17.3590 -19.0933
C 13.6765 17.9200 -18.5887
O 12.3226 13.4587 -19.4127
C 10.9072 13.2282 -19.2583
C 10.6396 11.8545 -18.4950
H 10.1278 15.1690 -22.7467
H 11.0565 15.3214 -24.1199
H 10.6293 13.6550 -23.5363
H 12.1514 13.2682 -22.1847
H 13.1617 14.6078 -22.7875
H 12.2134 17.6775 -20.1269
H 11.6378 17.8116 -18.4014
H 13.8919 17.6376 -17.5582
H 14.5556 17.4995 -19.0770
H 13.9126 18.9783 -18.6991
H 10.4290 14.1497 -18.9263
H 10.5734 13.3516 -20.2886
H 9.5645 11.7692 -18.3367
H 11.0689 11.0657 -19.1128
H 11.1829 11.6950 -17.5636
C 15.4204 8.2966 -19.4013
C 16.3987 9.1747 -18.5511
O 16.0224 10.6024 -18.6637
P 17.1203 11.7255 -19.0615
O 16.5906 13.0325 -19.4998
O 17.9927 10.9676 -20.2264
C 18.7627 11.7432 -21.1577
C 18.3462 11.2051 -22.5342
O 18.3223 11.7487 -17.9720
C 17.9453 11.6403 -16.6490
C 17.5609 13.0908 -16.2269
H 14.8708 7.6916 -18.6802
H 14.5831 8.7498 -19.9320
H 16.0416 7.7137 -20.0814
H 16.3134 8.9329 -17.4917
H 17.4471 9.0735 -18.8318
H 18.4739 12.7937 -21.1918
H 19.8367 11.7451 -20.9721
H 17.3152 11.5586 -22.5520
H 19.0147 11.5515 -23.3223
H 18.3906 10.1170 -22.5809
H 17.0966 10.9571 -16.6174
H 18.7909 11.2250 -16.1007
H 18.2912 13.8455 -16.5188
H 16.5800 13.2753 -16.6651
H 17.4326 12.9152 -15.1588
*
```

Calculated values
E_LUMO, hartree: 0.02070
HOMO energy, eV: -9.2664
Orbital gap, eV: 9.830